1) Molecular formula: C3H6OS2
Method: DFT, ωB97M-V with the def2-TZVPD basis set

For the molecular weight, the calculation gives 122.2 g mol⁻¹. Its highest occupied orbital energy is -9.0 eV. The gap between HOMO and LUMO is 9.2 eV. The value obtained for the LUMO energy is 0.23 eV. The multiplicity is 1. As for the SMILES: O=[S@@H](=S)C1CC1.

```
12
Properties=species:S:1:pos:R:3:lowdin_charge:R:1
O -1.7979 -1.5060 -0.5155 -0.473
S -1.4876 -0.1364 -0.1567 0.440
S -3.0932 1.0029 0.6517 0.109
C 0.0962 -0.0154 0.7251 -0.426
C 1.1472 -0.7832 -0.0684 -0.083
C 1.0582 0.7573 -0.0797 -0.161
H -0.9025 0.3967 -1.3582 0.070
H -0.0579 0.1694 1.7492 0.108
H 0.9396 -1.1068 -1.0874 0.110
H 1.7056 -1.4056 0.5523 0.086
H 1.6683 1.4141 0.6023 0.130
H 0.7239 1.2129 -1.0147 0.090
```

2) Molecular formula: C3H6OS2
Method: DFT, ωB97M-V with the def2-TZVPD basis set

For the molecular weight, the calculation gives 122.2 g mol⁻¹. Its highest occupied orbital energy is -8.7 eV. The gap between HOMO and LUMO is 8.7 eV. The value obtained for the LUMO energy is -0.01 eV. The multiplicity is 1. As for the SMILES: CSC(=S)CO.

```
12
Properties=species:S:1:pos:R:3:lowdin_charge:R:1
C 0.9268 1.2682 1.7676 -0.419
S 0.2578 1.2501 0.0965 0.911
C -0.0793 -0.4291 -0.1354 -1.109
S 0.2000 -1.6375 0.9222 0.673
C -0.6915 -0.7168 -1.5107 -0.357
O -1.0245 0.4291 -2.2519 -0.093
H 0.2303 0.8903 2.5008 0.030
H 1.1652 2.2790 1.9967 0.018
H 1.8566 0.6851 1.8077 0.040
H -1.5659 -1.3816 -1.3406 0.124
H 0.0572 -1.2360 -2.0853 0.116
H -1.8097 0.7947 -1.8919 0.065
```

Which of them is most stable? Easy: 2).

1) Molecular formula: C3H6OS2
Method: DFT, ωB97M-V with the def2-TZVPD basis set

For the molecular weight, the calculation gives 122.2 g mol⁻¹. Its highest occupied orbital energy is -8.6 eV. The gap between HOMO and LUMO is 9.2 eV. The value obtained for the LUMO energy is 0.61 eV. The multiplicity is 1.

```
12
Properties=species:S:1:pos:R:3:lowdin_charge:R:1
C 1.9820 0.0703 -0.5202 -0.469
C -0.0186 -0.0052 0.9472 -1.008
C -2.4494 -0.3522 -0.3498 -0.574
H 2.5755 -0.2146 -1.6093 0.115
H 2.7538 0.6063 0.1638 0.061
H 1.1090 0.9427 -0.8053 0.040
H -0.6675 -0.4168 1.8827 0.129
H 0.6307 0.6533 1.3975 0.004
H -3.1033 0.4034 -1.0899 0.112
O -2.4049 -1.5263 -0.0855 -0.018
S 0.7826 -1.0862 0.0656 0.768
S -1.1900 0.9251 0.0031 0.841
```

2) Molecular formula: C3H6OS2
Method: DFT, ωB97M-V with the def2-TZVPD basis set

For the molecular weight, the calculation gives 122.2 g mol⁻¹. Its highest occupied orbital energy is -8.9 eV. The gap between HOMO and LUMO is 9.5 eV. The value obtained for the LUMO energy is 0.57 eV. The multiplicity is 1. As for the SMILES: O/C(S)=C\CS.

```
12
Properties=species:S:1:pos:R:3:lowdin_charge:R:1
O -1.5124 1.4829 -0.4980 -0.028
C -1.0452 0.2376 -0.2405 -0.681
S -2.5564 -0.7299 0.0446 0.810
C 0.1468 -0.2504 0.0880 -0.207
C 1.4417 0.5955 0.3223 -0.510
S 2.9672 -0.4420 -0.0050 0.641
H -2.4590 1.4723 -0.4068 0.039
H -2.1966 -1.6711 -0.7819 -0.147
H 0.2712 -1.3545 0.2738 0.090
H 1.2224 1.4234 -0.2624 0.038
H 1.4994 0.8785 1.3982 0.075
H 2.2207 -1.6422 0.0676 -0.121
```

Which of them is most stable? Easy: 2).